ORCA calculation (ωB97M-V/def2-TZVPD) on a 2-piece molecular cluster, C5H10O2 overall.

Summary:
Maximum force   0.30 eV Å⁻¹
Orbital gap (spin up / spin down)   8.6 / 8.6 eV
Energy relative to the best compared isomer or geometry (same formula, charge and spin)   636.19 kJ/mol
DFT total energy   -346.78312 Ha
LUMO level (spin up / spin down)   -0.365 / -0.365 eV

ORCA input file:
```
! wB97M-V def2-TZVPD RIJCOSX def2/J DEFGRID3
* xyz 0 1
C 1.31 -1.16 -1.98
C 0.80 0.47 0.19
C -0.59 0.98 -0.19
O -0.88 0.93 -1.57
C -1.22 -0.07 0.76
C 0.15 -0.18 1.44
O 0.51 -1.50 1.76
H 1.17 -0.36 -0.46
H 1.26 -0.25 -2.62
H 0.24 -1.49 -2.00
H 1.61 1.19 0.31
H -0.75 2.00 0.20
H -1.78 1.23 -1.70
H -2.08 0.21 1.36
H -1.41 -0.99 0.21
H 0.23 0.48 2.32
H 1.45 -1.52 1.96
*
```